ORCA calculation (ωB97M-V/def2-TZVPD) on a cluster of 2 separate species, H3NO2S in total in a non-equilibrium geometry.

Values from the calculation:
Kohn-Sham gap (alpha / beta): 7.5 / 7.6 eV
Energy relative to the best compared isomer or geometry (same formula, charge and spin): 88.5 kcal per mole
HOMO (alpha / beta): -8.46 / -8.46 eV
SMILES: O=S.NO
Largest force on an atom: 0.040 hartree/bohr

The geometry in ORCA input format:
```
! RIJCOSX wB97M-V def2-TZVPD def2/J DEFGRID3
* xyz 0 1
N -0.41 0.15 -0.28
O 0.82 0.22 0.43
O -2.91 1.40 -1.70
S -2.60 2.01 -0.42
H -0.04 0.15 -1.19
H -0.90 -0.71 -0.05
H 1.36 0.94 0.08
*
```

***

ORCA calculation (ωB97M-V/def2-TZVPD) on the ion H3NO3P3 with charge -1 in a non-equilibrium geometry.

Values from the calculation:
Kohn-Sham gap: 8.8 eV
Energy relative to the best compared isomer or geometry (same formula, charge and spin): 2.7 kcal per mole
HOMO: -4.60 eV
SMILES: O=[P@]1([O-])OPNP1
Largest force on an atom: 0.064 hartree/bohr

The geometry in ORCA input format:
```
! RIJCOSX wB97M-V def2-TZVPD def2/J DEFGRID3
* xyz -1 1
N 0.66 -0.02 0.61
O -3.08 0.09 -1.39
O -3.30 -0.48 1.12
O -1.52 1.40 0.38
P -0.50 -1.27 -0.01
P 0.01 1.61 0.27
P -2.50 -0.07 -0.03
H -0.71 -2.06 1.26
H 1.58 -0.09 0.24
H 0.04 1.33 -1.23
*
```

***

ORCA calculation (ωB97M-V/def2-TZVPD) on the ion H3NO3PS with charge -1 in a non-equilibrium geometry.

Values from the calculation:
Kohn-Sham gap: 8.9 eV
Energy relative to the best compared isomer or geometry (same formula, charge and spin): 14.1 kcal per mole
HOMO: -4.66 eV
SMILES: NPS(=O)(=O)[O-]
Largest force on an atom: 0.047 hartree/bohr

The geometry in ORCA input format:
```
! RIJCOSX wB97M-V def2-TZVPD def2/J DEFGRID3
* xyz -1 1
N 0.54 -0.17 -0.32
O -3.34 0.57 0.56
O -1.71 -1.24 0.78
O -2.25 -0.37 -1.41
P -0.33 1.32 -0.10
S -2.14 -0.06 0.01
H -0.20 -0.77 0.06
H 0.69 -0.63 -1.24
H -0.32 1.08 1.35
*
```

***

ORCA calculation (ωB97M-V/def2-TZVPD) on the ion H3NOP with charge -1 in a non-equilibrium geometry.

Values from the calculation:
Kohn-Sham gap: 7.0 eV
Energy relative to the best compared isomer or geometry (same formula, charge and spin): 105.7 kcal per mole
HOMO: -2.07 eV
SMILES: [NH-]OP
Largest force on an atom: 0.072 hartree/bohr

The geometry in ORCA input format:
```
! RIJCOSX wB97M-V def2-TZVPD def2/J DEFGRID3
* xyz -1 1
N -1.81 -0.18 0.11
O -0.26 -0.80 0.20
P 1.29 -0.38 0.10
H -1.97 0.01 -0.90
H 1.52 0.39 1.15
H 1.23 0.97 -0.66
*
```

***

ORCA calculation (ωB97M-V/def2-TZVPD) on a cluster of 2 separate species, H3NOS2 in total in a non-equilibrium geometry.

Values from the calculation:
Kohn-Sham gap: 7.6 eV
Energy relative to the best compared isomer or geometry (same formula, charge and spin): 4.2 kcal per mole
HOMO: -9.65 eV
Largest force on an atom: 0.074 hartree/bohr

The geometry in ORCA input format:
```
! RIJCOSX wB97M-V def2-TZVPD def2/J DEFGRID3
* xyz 0 1
N -0.27 -1.85 0.67
O 1.22 1.56 -0.80
S -1.19 2.97 -1.05
S 0.48 2.71 -0.23
H -0.84 -1.43 0.00
H 0.10 -2.77 0.38
H 0.51 -1.18 1.02
*
```

***

ORCA calculation (ωB97M-V/def2-TZVPD) on a structure of composition H3NOS2 in a non-equilibrium geometry.

Values from the calculation:
Kohn-Sham gap (alpha / beta): 7.6 / 7.6 eV
Energy relative to the best compared isomer or geometry (same formula, charge and spin): 102.7 kcal per mole
HOMO (alpha / beta): -9.07 / -9.06 eV
Largest force on an atom: 0.066 hartree/bohr

The geometry in ORCA input format:
```
! RIJCOSX wB97M-V def2-TZVPD def2/J DEFGRID3
* xyz 0 1
N 0.00 0.26 -0.43
O -0.94 1.14 -0.42
S -0.48 -1.19 -1.02
S -2.43 0.78 -0.97
H 1.39 0.29 1.66
H 0.64 -1.84 -0.93
H 1.81 0.56 2.11
*
```

***

ORCA calculation (ωB97M-V/def2-TZVPD) on an isolated molecule of H3NP2 in a non-equilibrium geometry.

Values from the calculation:
Kohn-Sham gap: 7.6 eV
Energy relative to the best compared isomer or geometry (same formula, charge and spin): 15.0 kcal per mole
HOMO: -8.59 eV
SMILES: [H]/P=N/P
Largest force on an atom: 0.091 hartree/bohr

The geometry in ORCA input format:
```
! RIJCOSX wB97M-V def2-TZVPD def2/J DEFGRID3
* xyz 0 1
N -0.34 -0.01 -0.10
P -1.67 -0.84 0.48
P 1.13 0.34 0.63
H -2.31 -0.11 -0.55
H 1.30 1.22 -0.41
H 1.87 -0.61 -0.05
*
```

***

ORCA calculation (ωB97M-V/def2-TZVPD) on a structure of composition H3NP2S in a non-equilibrium geometry.

Values from the calculation:
Kohn-Sham gap (alpha / beta): 6.9 / 6.4 eV
⟨S²⟩: 2.0166
Energy relative to the best compared isomer or geometry (same formula, charge and spin): 46.6 kcal per mole
HOMO (alpha / beta): -7.22 / -8.92 eV
Largest force on an atom: 0.094 hartree/bohr

The geometry in ORCA input format:
```
! RIJCOSX wB97M-V def2-TZVPD def2/J DEFGRID3
* xyz 0 3
N 0.73 0.12 -0.89
P -1.11 0.03 0.92
P 1.48 0.74 0.23
S -2.27 0.38 -0.60
H 0.67 0.41 -1.82
H -0.87 -1.39 0.77
H 1.36 -0.29 1.39
*
```

***

ORCA calculation (ωB97M-V/def2-TZVPD) on an isolated molecule of H3O2PS in a non-equilibrium geometry.

Values from the calculation:
Kohn-Sham gap: 9.9 eV
Energy relative to the best compared isomer or geometry (same formula, charge and spin): 35.1 kcal per mole
HOMO: -9.54 eV
SMILES: O[PH](O)=S
Largest force on an atom: 0.093 hartree/bohr

The geometry in ORCA input format:
```
! RIJCOSX wB97M-V def2-TZVPD def2/J DEFGRID3
* xyz 0 1
O 1.30 -0.05 0.90
O -1.28 -0.85 0.08
P -0.19 0.14 -0.39
S 0.64 -0.31 -2.04
H 2.03 0.39 0.49
H -1.56 -0.67 1.02
H -0.94 1.35 -0.05
*
```

***

ORCA calculation (ωB97M-V/def2-TZVPD) on a cluster of 2 separate species, H3O2PS in total in a non-equilibrium geometry.

Values from the calculation:
Kohn-Sham gap (alpha / beta): 7.5 / 7.5 eV
Energy relative to the best compared isomer or geometry (same formula, charge and spin): 52.6 kcal per mole
HOMO (alpha / beta): -8.31 / -8.31 eV
Largest force on an atom: 0.058 hartree/bohr

The geometry in ORCA input format:
```
! RIJCOSX wB97M-V def2-TZVPD def2/J DEFGRID3
* xyz 0 1
O 1.39 0.35 0.55
O 0.16 -1.62 -0.42
P 0.00 -0.52 0.76
S -2.31 0.63 -0.58
H 1.38 1.26 0.96
H 0.96 -1.73 -0.94
H -1.59 1.63 -0.34
*
```

***

ORCA calculation (ωB97M-V/def2-TZVPD) on an isolated molecule of H3O3PS in a non-equilibrium geometry.

Values from the calculation:
Kohn-Sham gap: 9.0 eV
Energy relative to the best compared isomer or geometry (same formula, charge and spin): 67.2 kcal per mole
HOMO: -8.83 eV
SMILES: OSP(O)O
Largest force on an atom: 0.051 hartree/bohr

The geometry in ORCA input format:
```
! RIJCOSX wB97M-V def2-TZVPD def2/J DEFGRID3
* xyz 0 1
O 0.43 1.90 0.36
O -1.62 0.83 -0.06
O 1.58 -1.72 0.18
P -0.17 0.39 0.57
S 0.55 -1.04 -0.98
H -0.30 2.28 -0.25
H -2.11 0.02 0.12
H 1.64 -2.65 0.05
*
```

***

ORCA calculation (ωB97M-V/def2-TZVPD) on an isolated molecule of H3O3PS in a non-equilibrium geometry.

Values from the calculation:
Kohn-Sham gap: 9.3 eV
Energy relative to the best compared isomer or geometry (same formula, charge and spin): 68.9 kcal per mole
HOMO: -9.09 eV
SMILES: OSP(O)O
Largest force on an atom: 0.063 hartree/bohr

The geometry in ORCA input format:
```
! RIJCOSX wB97M-V def2-TZVPD def2/J DEFGRID3
* xyz 0 1
O -1.24 1.11 -0.22
O -0.44 -0.24 1.81
O 0.69 0.10 -2.02
P 0.14 0.64 0.44
S 0.56 -1.06 -0.81
H -2.03 0.59 -0.65
H -0.13 0.02 2.68
H -0.03 0.36 -2.61
*
```

***

ORCA calculation (ωB97M-V/def2-TZVPD) on the ion H3O5 with charge +1 in a non-equilibrium geometry.

Values from the calculation:
Kohn-Sham gap: 10.3 eV
Energy relative to the best compared isomer or geometry (same formula, charge and spin): 33.1 kcal per mole
HOMO: -17.80 eV
Largest force on an atom: 0.095 hartree/bohr

The geometry in ORCA input format:
```
! RIJCOSX wB97M-V def2-TZVPD def2/J DEFGRID3
* xyz 1 1
O -1.39 -1.24 -0.06
O -0.27 1.20 0.30
O 1.75 0.07 0.20
O -0.20 -1.22 0.35
O 0.54 -0.04 -0.30
H -1.69 -1.71 -0.81
H -1.07 1.31 -0.25
H 1.73 0.64 0.95
*
```

***

ORCA calculation (ωB97M-V/def2-TZVPD) on a structure of composition H3O5SSi in a non-equilibrium geometry.

Values from the calculation:
Kohn-Sham gap (alpha / beta): 5.1 / 5.1 eV
⟨S²⟩: 2.0134
HOMO (alpha / beta): -1.30 / -5.33 eV
Largest force on an atom: 0.085 hartree/bohr

The geometry in ORCA input format:
```
! RIJCOSX wB97M-V def2-TZVPD def2/J DEFGRID3
* xyz -1 3
O -2.74 -0.63 -0.65
O -2.07 0.30 1.47
O -1.29 1.24 -0.57
O 2.42 -0.60 -0.06
O -0.06 -1.07 0.14
Si 0.96 0.13 -0.19
S -1.76 0.06 0.11
H 2.38 -1.37 0.63
H 1.14 1.52 0.80
H 1.03 0.42 -1.68
*
```

***

ORCA calculation (ωB97M-V/def2-TZVPD) on a cluster of 2 separate species, H3OPS in total in a non-equilibrium geometry.

Values from the calculation:
Kohn-Sham gap: 8.9 eV
Energy relative to the best compared isomer or geometry (same formula, charge and spin): 41.0 kcal per mole
HOMO: -9.72 eV
SMILES: O=P.S
Largest force on an atom: 0.099 hartree/bohr

The geometry in ORCA input format:
```
! RIJCOSX wB97M-V def2-TZVPD def2/J DEFGRID3
* xyz 0 1
O -2.60 0.41 -0.27
P -3.01 -0.02 1.01
S 2.77 -0.03 -0.25
H 2.95 -0.21 -1.45
H -2.06 -1.08 1.38
H 1.95 0.93 -0.41
*
```

***

ORCA calculation (ωB97M-V/def2-TZVPD) on a cluster of 2 separate species, H3OPS in total in a non-equilibrium geometry.

Values from the calculation:
Kohn-Sham gap: 8.6 eV
Energy relative to the best compared isomer or geometry (same formula, charge and spin): 38.5 kcal per mole
HOMO: -9.46 eV
SMILES: O=P.S
Largest force on an atom: 0.065 hartree/bohr

The geometry in ORCA input format:
```
! RIJCOSX wB97M-V def2-TZVPD def2/J DEFGRID3
* xyz 0 1
O 0.83 0.04 -1.59
P 2.19 0.24 -1.16
S -1.10 0.01 0.77
H -2.01 -0.44 -0.10
H 1.80 0.80 0.18
H -1.71 -0.65 1.90
*
```

***

ORCA calculation (ωB97M-V/def2-TZVPD) on an isolated molecule of H3OPSi in a non-equilibrium geometry.

Values from the calculation:
Kohn-Sham gap (alpha / beta): 7.0 / 7.0 eV
Energy relative to the best compared isomer or geometry (same formula, charge and spin): 50.7 kcal per mole
HOMO (alpha / beta): -8.75 / -8.75 eV
SMILES: O=[PH]=[SiH2]
Largest force on an atom: 0.050 hartree/bohr

The geometry in ORCA input format:
```
! RIJCOSX wB97M-V def2-TZVPD def2/J DEFGRID3
* xyz 0 1
O -2.34 -0.38 -0.31
Si 0.81 -0.33 0.10
P -1.24 0.55 0.13
H 1.78 -1.62 -0.01
H 1.69 0.44 0.96
H -0.71 1.34 -0.87
*
```

***

ORCA calculation (ωB97M-V/def2-TZVPD) on a cluster of 2 separate species, H3PS4 in total in a non-equilibrium geometry.

Values from the calculation:
Kohn-Sham gap: 8.2 eV
Energy relative to the best compared isomer or geometry (same formula, charge and spin): 20.6 kcal per mole
HOMO: -9.69 eV
Largest force on an atom: 0.054 hartree/bohr

The geometry in ORCA input format:
```
! RIJCOSX wB97M-V def2-TZVPD def2/J DEFGRID3
* xyz 0 1
P 1.05 1.69 1.19
S -0.19 2.72 2.23
S -2.11 -0.03 -0.21
S 1.64 2.49 -0.74
S 1.98 -0.05 1.38
H -0.72 -0.35 0.08
H 2.29 1.27 -0.83
H -1.80 1.31 -0.56
*
```

***

ORCA calculation (ωB97M-V/def2-TZVPD) on a structure of composition H41O20 in a non-equilibrium geometry.

Values from the calculation:
Kohn-Sham gap: 9.8 eV
Energy relative to the best compared isomer or geometry (same formula, charge and spin): 90.8 kcal per mole
HOMO: -12.51 eV
Largest force on an atom: 0.079 hartree/bohr

The geometry in ORCA input format:
```
! RIJCOSX wB97M-V def2-TZVPD def2/J DEFGRID3
* xyz 1 1
O 1.57 -0.02 -0.26
H -1.60 -4.96 0.26
O -0.08 -2.58 -4.14
H 0.01 -2.04 -3.30
H -0.96 -2.89 -3.87
O 4.29 1.40 -1.27
H 5.20 1.67 -1.08
H 4.37 0.87 -2.10
O -1.10 3.57 -1.17
H -0.93 3.67 0.02
H -0.13 3.21 -1.18
O -1.42 -0.30 -2.87
H 4.17 -4.28 1.89
H -1.69 2.84 -1.45
O 4.67 -3.64 1.38
H 2.75 -0.56 -3.06
H 4.33 -3.78 0.49
O 2.04 -0.95 -2.53
H 2.03 -1.93 -2.71
H -1.55 0.73 -0.83
O -4.07 -1.15 -0.67
H -4.60 -1.93 -0.53
H -3.24 -1.07 -0.19
O -4.53 1.18 1.09
H -4.70 0.45 1.69
H -1.07 -0.62 -3.71
O -0.05 -3.66 -1.95
H 0.23 -4.11 -2.75
H -0.14 -4.24 -1.16
O 0.16 -0.94 3.90
H 0.74 -0.19 3.74
H 2.02 0.26 -1.12
O -1.80 -1.34 1.51
H -1.48 -2.25 1.55
H -1.14 -0.92 2.06
O 1.42 3.58 -0.92
H 1.87 4.18 -1.52
H 1.77 2.70 -0.76
O -1.16 -4.06 0.21
H 2.23 0.13 0.42
H -2.07 -3.66 0.26
O -3.67 3.70 -0.89
H 0.76 -1.63 3.55
H -4.16 3.03 -0.40
O 1.56 -2.62 0.36
H 0.66 -2.86 0.16
H 1.49 -1.83 -0.24
O 0.78 2.89 3.25
H 1.32 2.25 3.73
H 1.12 3.79 3.36
O -2.34 1.16 -0.50
H -4.19 4.33 -1.40
H -2.84 0.62 0.12
O 2.95 -0.02 4.28
H 3.67 0.62 4.10
H 3.59 -0.66 4.64
O -0.30 4.08 1.01
H 0.13 4.95 1.08
H -0.37 3.88 1.94
H -2.34 -0.03 -2.99
H -4.15 1.97 1.48
*
```

***

ORCA calculation (ωB97M-V/def2-TZVPD) on a cluster of 21 separate species, H41O21 in total in a non-equilibrium geometry.

Values from the calculation:
Kohn-Sham gap: 8.1 eV
Energy relative to the best compared isomer or geometry (same formula, charge and spin): 214.6 kcal per mole
HOMO: -6.26 eV
Largest force on an atom: 0.253 hartree/bohr

The geometry in ORCA input format:
```
! RIJCOSX wB97M-V def2-TZVPD def2/J DEFGRID3
* xyz -1 1
O 0.88 2.43 -1.37
H 0.56 1.44 -1.59
H 1.77 2.73 -1.20
O -1.35 0.05 1.68
H -3.63 -1.32 -3.14
H 1.41 -2.00 0.26
O -0.82 3.10 1.28
H -0.52 0.76 -3.12
H -0.80 3.33 2.19
O 0.17 1.27 -3.41
H -0.26 -3.87 -0.65
H -2.15 -4.44 0.22
O -2.35 -3.89 1.05
H -2.09 -4.36 1.86
H 2.96 -0.20 -3.51
O -2.76 1.71 3.51
H 0.45 -1.53 5.35
H -3.18 1.28 2.66
O 0.19 -0.59 5.43
H -0.45 0.00 1.86
H 0.32 -2.15 2.36
O -0.39 2.12 4.04
H -0.11 2.14 -3.54
H -3.39 2.58 3.53
O 1.54 5.18 1.46
H -0.84 1.35 4.04
H 0.01 -4.33 0.66
O 3.54 -0.52 -2.78
H 0.24 -0.41 4.46
H 2.70 -2.52 -0.23
O -0.90 -3.27 -3.95
H -0.39 -1.82 -1.37
H -0.90 -2.17 -3.99
O 2.96 1.37 0.03
H -1.26 2.19 1.22
H 1.97 1.39 -0.31
O 0.21 -4.53 -0.28
H 1.61 4.87 2.21
H 0.62 4.93 1.20
O 5.07 1.36 -1.30
H 4.35 1.29 -2.08
H 5.06 0.51 -1.05
O 0.65 -0.93 3.04
H -1.50 3.11 -2.45
H 3.47 1.95 -0.47
O -0.05 -1.05 -1.51
H 2.96 -1.29 -2.50
O 2.07 -1.84 -0.48
H -1.62 -0.90 1.84
H 0.89 -1.01 -1.57
O -0.11 -2.90 1.78
H -2.28 0.49 -2.12
H -0.53 -3.55 2.56
O -2.62 0.93 -2.92
H -0.22 3.72 -2.12
H -3.54 0.76 -3.17
O -0.74 3.59 -2.84
H 0.29 1.88 4.67
H 1.49 -1.07 2.68
O -4.37 -1.67 -2.76
H -4.24 -2.21 -2.03
H -0.09 -3.49 -3.30
*
```